The following is a DFT calculation (wB97M-V/def2-TZVPD) of the molecule C3H6N4O2.

Structure (XYZ):
```
15
Properties=species:S:1:pos:R:3:forces:R:3:nbo_charge:R:1
N 1.036011 0.594449 1.543916 -2.7387 0.4754 1.2406 -0.063
N -0.265888 1.830011 -1.703707 -3.9051 -3.2832 -0.9778 -0.828
O 1.269950 2.522203 -0.221130 1.2388 2.1600 0.2799 -0.572
C -0.049353 -0.677356 -0.170923 0.0142 -1.3520 -2.8430 0.015
C 0.476389 1.702857 -0.570162 -0.0712 0.2342 -1.1295 0.614
O 0.177512 -3.023425 -0.081312 -4.0961 -1.3706 -1.4223 -0.534
H 0.159878 -1.802486 1.486626 0.0301 -0.3053 -0.1578 0.368
H -0.222832 -0.921270 -1.265010 -0.0650 0.7933 1.2527 0.210
C 0.398171 0.520311 0.211761 -0.0114 -2.3437 2.2575 -0.132
H -1.172357 1.165791 -1.910679 3.3704 2.3918 0.9574 0.395
H -0.267587 2.680630 -2.216682 0.2516 0.6137 -0.0875 0.409
H -0.809517 -3.387264 -0.329194 3.8827 0.7036 0.7241 0.474
N -0.209721 -1.841278 0.538981 0.1950 1.2503 1.8035 -0.338
N 0.236905 0.450558 2.525760 0.6009 -0.8549 -2.4199 -0.291
H -0.757562 0.186268 2.161755 1.3039 0.8874 0.5219 0.273
```
Forces are in eV/Å.

Computed properties:
HOMO-LUMO gap = 9.4 eV
SMILES = [H]/N=N\C(=C/NO)C(N)=O
E_tot = -487.26466 hartree
E_HOMO = -9.14 eV